# 1
C5H11NO | the ωB97M-V functional and the def2-TZVPD basis

```
18
Properties=species:S:1:pos:R:3:nbo_charge:R:1
H -1.261 2.379 1.303 0.21
C 0.408 -1.122 -0.371 -0.26
H 1.488 -0.599 1.429 0.22
C 0.022 0.109 -0.840 0.10
H 1.874 1.299 0.161 0.49
C -1.232 1.508 0.666 -0.52
H 1.365 -2.338 1.077 0.22
H 0.461 -1.870 -1.160 0.19
H -1.081 -0.575 -2.423 0.38
N -0.686 0.267 -2.030 -0.80
H -1.449 -1.325 1.219 -0.02
C 1.503 -1.347 0.642 -0.65
H -1.600 -0.460 1.389 0.00
H -1.288 1.076 -2.072 0.38
C -0.034 1.229 0.080 0.31
O 1.130 1.666 0.652 -0.66
H 2.508 -1.352 0.209 0.21
H -2.127 1.455 0.069 0.21
```

Summary:
- HOMO-LUMO gap: 8.898 eV
- F_max: 0.0649 Eh/bohr
- E_LUMO: 0.84 eV
- ΔE to the lowest compared entry with this formula, charge and spin: 3.998 eV

# 2
C5H11NO | the ωB97M-V functional and the def2-TZVPD basis

```
18
Properties=species:S:1:pos:R:3:nbo_charge:R:1
H -0.022 -0.687 -1.343 0.23
C -0.131 1.572 0.457 -0.38
H 1.514 -1.114 -0.825 0.20
H 1.489 0.489 -1.331 0.24
H -2.843 2.086 2.555 0.20
H 1.252 -3.584 -3.789 0.46
H -0.306 -0.105 2.281 0.40
H 2.177 -3.173 -2.819 0.46
H -2.485 0.478 1.622 0.20
O 2.048 -3.026 -3.779 -0.92
C 0.840 -0.230 -0.838 -0.66
H 0.208 2.268 -0.292 0.21
H 0.246 -1.540 1.390 0.39
C -1.164 2.124 1.382 -0.19
N 0.084 -0.570 1.496 -0.82
C -2.243 1.509 1.855 -0.44
C 0.353 0.306 0.460 0.23
H -1.018 3.197 1.519 0.20
```

Summary:
- HOMO-LUMO gap: 8.035 eV
- SMILES: C=C/C=C(/C)N.O
- F_max: 0.0437 Eh/bohr
- E_LUMO: 0.58 eV
- ΔE to the lowest compared entry with this formula, charge and spin: 2.458 eV

# 3
C5H11NO | the ωB97M-V functional and the def2-TZVPD basis

```
18
Properties=species:S:1:pos:R:3:nbo_charge:R:1
H -0.035 1.917 1.477 0.19
O 2.047 -1.119 -1.061 -0.67
C 0.651 0.779 -0.279 -0.24
C -1.486 -0.112 0.593 -0.22
H 2.236 -1.133 0.003 0.47
N -0.031 -0.089 0.669 -0.37
H 2.828 -0.149 0.775 -0.52
H -1.904 0.905 0.496 0.16
H -1.837 -0.518 1.549 0.21
H 1.867 0.589 -2.058 0.17
H 1.540 0.905 1.719 0.27
C 0.604 1.079 1.189 -0.20
H 0.049 1.457 -0.893 0.22
H -3.054 -1.078 -0.536 0.22
H -1.530 -1.991 -0.479 0.22
H -1.677 -0.566 -1.524 0.20
C 1.695 0.113 -1.085 0.50
C -1.964 -0.989 -0.554 -0.62
```

Summary:
- HOMO-LUMO gap (alpha / beta): 6.764 / 6.768 eV
- F_max: 0.0063 Eh/bohr
- E_LUMO (alpha / beta): -0.60 / -0.60 eV
- ΔE to the lowest compared entry with this formula, charge and spin: 6.765 eV

# 4
C5H11NO | the ωB97M-V functional and the def2-TZVPD basis

```
18
Properties=species:S:1:pos:R:3:nbo_charge:R:1
C 0.385 2.094 -0.386 -0.63
H 1.117 -2.208 1.021 0.20
C 0.307 0.673 -0.709 -0.24
H -0.553 2.471 -0.820 0.21
H 1.332 2.612 -0.700 0.21
H 1.955 -1.524 -0.318 0.18
H 2.123 -0.517 1.277 0.21
N 0.317 -0.328 0.312 -0.46
H -2.528 0.437 0.018 0.12
O -2.524 -0.636 1.548 -0.51
H -0.361 0.449 -1.530 0.19
H 1.375 0.776 -1.218 0.19
H 0.204 2.173 0.653 0.22
H -0.781 -2.190 0.716 0.23
C -1.992 -0.409 0.543 0.42
C 1.478 -1.148 0.584 -0.40
C -0.860 -1.241 0.058 -0.32
H -0.996 -1.483 -1.049 0.18
```

Summary:
- HOMO-LUMO gap: 9.802 eV
- SMILES: CCN(C)CC=O
- F_max: 0.1197 Eh/bohr
- E_LUMO: 1.07 eV
- ΔE to the lowest compared entry with this formula, charge and spin: 3.969 eV

# 5
C5H11NO | the ωB97M-V functional and the def2-TZVPD basis

```
18
Properties=species:S:1:pos:R:3:nbo_charge:R:1
N -0.574 0.115 -0.049 -0.45
C 0.878 0.196 0.036 -0.34
C 1.429 1.409 -0.671 0.44
H -0.314 -1.352 -1.627 0.18
H -0.974 0.193 -2.092 0.20
H 0.707 1.976 -1.288 0.11
H -2.004 -0.909 -1.221 0.21
H -2.168 -2.038 2.146 0.22
O 2.584 1.734 -0.606 -0.52
C -1.547 -1.856 1.267 -0.63
C -1.221 -0.365 1.176 -0.21
C -0.979 -0.545 -1.281 -0.42
H -0.594 -0.130 2.037 0.19
H -2.123 -2.197 0.412 0.20
H 1.381 -0.704 -0.344 0.20
H -2.112 0.239 1.358 0.19
H 1.197 0.247 1.077 0.23
H -0.633 -2.444 1.329 0.20
```

Summary:
- HOMO-LUMO gap: 9.725 eV
- SMILES: CCN(C)CC=O
- F_max: 0.0176 Eh/bohr
- E_LUMO: 0.96 eV
- ΔE to the lowest compared entry with this formula, charge and spin: 1.806 eV

# 6
C5H11NO | the ωB97M-V functional and the def2-TZVPD basis

```
18
Properties=species:S:1:pos:R:3:nbo_charge:R:1
C -0.744 1.215 1.420 -0.73
H -1.685 1.693 1.137 0.25
H 1.544 -0.161 1.879 0.21
H -1.444 0.311 -1.246 0.22
C 0.489 -0.503 -1.362 -0.21
C -1.039 -0.678 -1.441 -0.63
O 0.023 2.144 -0.646 -0.59
H -1.389 -1.040 -2.420 0.22
H 0.835 0.102 -2.202 0.22
N 0.902 0.130 -0.098 -0.48
H -1.385 -1.394 -0.682 0.20
H 0.569 -1.508 1.235 0.18
H 0.924 -1.496 -1.402 0.20
C 0.132 1.259 0.180 0.71
H -0.965 0.180 1.693 0.22
C 1.320 -0.745 0.980 -0.41
H -0.334 1.736 2.287 0.24
H 2.248 -1.246 0.686 0.21
```

Summary:
- HOMO-LUMO gap: 9.991 eV
- SMILES: CCN(C)C(C)=O
- F_max: 0.0123 Eh/bohr
- E_LUMO: 0.94 eV
- ΔE to the lowest compared entry with this formula, charge and spin: 0.971 eV

# 7
C5H11NO | the ωB97M-V functional and the def2-TZVPD basis

```
18
Properties=species:S:1:pos:R:3:nbo_charge:R:1
H 1.575 -0.639 -2.166 0.40
C -0.509 -0.825 -2.072 -0.42
H -1.525 -0.381 1.890 0.21
H -0.380 -1.328 -3.016 0.21
C 0.339 1.546 1.464 -0.59
C -0.666 -0.735 1.311 -0.60
H 0.615 2.457 0.937 0.21
H -0.464 1.800 2.156 0.20
H -1.124 -1.510 0.697 0.20
H -1.258 -0.037 -2.206 0.20
H -0.841 -1.637 -1.421 0.19
C 1.076 0.079 -0.384 0.69
H -0.010 -1.204 2.035 0.22
H -0.919 0.845 -0.076 0.21
C -0.106 0.428 0.506 -0.33
N 0.780 -0.279 -1.663 -0.62
H 1.190 1.221 2.042 0.22
O 2.229 0.200 -0.033 -0.61
```

Summary:
- HOMO-LUMO gap: 10.418 eV
- SMILES: CNC(=O)C(C)C
- F_max: 0.0246 Eh/bohr
- E_LUMO: 0.86 eV
- ΔE to the lowest compared entry with this formula, charge and spin: 0.394 eV

# 8
C5H11NO | the ωB97M-V functional and the def2-TZVPD basis

```
18
Properties=species:S:1:pos:R:3:nbo_charge:R:1
H -3.036 -1.108 1.494 0.19
C -0.044 0.792 -0.523 -0.21
H 2.538 1.978 -0.352 0.20
H 1.244 -1.519 -1.529 0.21
N 1.237 0.386 -0.541 -0.20
C 0.857 -1.038 -0.627 -0.20
H 3.289 0.241 -0.392 0.20
C -2.561 -0.563 0.675 -0.25
O -1.299 -1.142 0.469 -0.53
H 1.139 -1.583 0.277 0.22
H -2.480 0.499 0.951 0.17
H -3.198 -0.647 -0.221 0.16
H -1.183 -0.816 -1.554 0.16
H 1.409 1.223 1.795 -0.02
C -0.617 -0.586 -0.636 0.06
H -0.393 1.814 -0.567 0.21
H 0.665 1.169 1.687 -0.02
C 2.434 0.902 -0.406 -0.34
```

Summary:
- HOMO-LUMO gap: 8.204 eV
- F_max: 0.0060 Eh/bohr
- E_LUMO: 1.11 eV
- ΔE to the lowest compared entry with this formula, charge and spin: 4.985 eV

# 9
C5H11NO | the ωB97M-V functional and the def2-TZVPD basis

```
18
Properties=species:S:1:pos:R:3:nbo_charge:R:1
N 0.087 0.166 -0.288 -0.43
H -0.806 -0.962 1.337 0.02
H -2.546 1.221 -0.563 0.20
C 0.927 0.382 0.823 -0.23
H 1.321 1.391 1.016 0.22
O -1.952 1.363 1.351 -0.71
C -2.283 0.536 0.261 -0.10
H -1.634 0.763 2.042 0.46
C -1.142 -0.437 -0.020 -0.12
H -1.389 -1.153 -0.832 0.21
H -3.175 -0.077 0.457 0.16
H 2.099 0.790 -1.831 0.22
H 0.371 -0.281 1.679 0.16
H 3.278 -0.435 -1.309 0.21
C 2.219 -0.248 -1.506 -0.61
H 1.924 -0.890 -2.350 0.21
C 1.349 -0.541 -0.294 -0.08
H 1.353 -1.588 0.027 0.19
```

Summary:
- HOMO-LUMO gap: 10.337 eV
- F_max: 0.0713 Eh/bohr
- E_LUMO: 1.12 eV
- ΔE to the lowest compared entry with this formula, charge and spin: 4.144 eV

# 10
C5H11NO | the ωB97M-V functional and the def2-TZVPD basis

```
18
Properties=species:S:1:pos:R:3:nbo_charge:R:1
H 0.831 0.250 2.133 0.20
C 0.975 1.006 -0.363 -0.24
H 0.429 0.676 -2.435 0.16
H 1.889 0.932 0.237 0.20
H -2.842 -0.713 1.894 0.23
H 2.031 1.387 -2.188 0.20
N -0.022 0.079 0.195 -0.45
H 0.077 -1.377 1.791 0.18
H -0.354 -0.622 -0.448 0.39
C 1.328 0.645 -1.799 -0.08
C -1.186 0.434 1.216 -0.19
H -1.917 -1.628 0.705 0.15
H 0.575 2.020 -0.279 0.23
O 1.994 -0.598 -1.901 -0.70
H 1.432 -1.286 -1.526 0.46
H -3.000 -0.307 0.188 0.21
C -2.278 -0.602 0.959 -0.68
C 0.039 -0.295 1.619 -0.27
```

Summary:
- HOMO-LUMO gap: 8.039 eV
- F_max: 0.0088 Eh/bohr
- E_LUMO: 0.65 eV
- ΔE to the lowest compared entry with this formula, charge and spin: 4.516 eV

# 11
C5H11NO | the ωB97M-V functional and the def2-TZVPD basis

```
18
Properties=species:S:1:pos:R:3:nbo_charge:R:1
H 3.395 0.471 -0.964 0.47
H -0.956 -1.023 2.186 0.21
H 1.125 -0.679 -2.408 0.24
C -0.462 0.273 0.524 -0.14
H 0.772 -0.639 2.081 0.22
H 1.295 0.971 0.797 0.38
C -0.233 -0.241 1.934 -0.63
O 2.790 -0.164 -0.560 -0.59
C -1.924 0.453 0.187 -0.64
H -0.363 0.570 2.655 0.20
H -2.060 0.943 -0.776 0.21
H -2.416 1.044 0.961 0.21
H -2.451 -0.507 0.135 0.20
N 1.619 0.627 -0.239 -0.33
H -0.276 -1.563 -1.754 0.22
C 0.439 -0.004 -0.496 0.21
H -0.487 0.053 -2.415 0.23
C 0.196 -0.584 -1.849 -0.67
```

Summary:
- HOMO-LUMO gap: 8.367 eV
- SMILES: CC(C)=C(C)NO
- F_max: 0.0578 Eh/bohr
- E_LUMO: 0.84 eV
- ΔE to the lowest compared entry with this formula, charge and spin: 4.264 eV

# 12
C5H11NO | the ωB97M-V functional and the def2-TZVPD basis

```
18
Properties=species:S:1:pos:R:3:nbo_charge:R:1
C -0.047 -0.493 1.053 0.69
H -0.054 -0.770 -1.136 0.20
H 3.183 -0.776 0.264 0.20
H -2.675 -0.183 0.339 0.22
O -0.666 -0.293 2.077 -0.61
C -0.581 1.197 -0.816 -0.61
H -0.963 1.280 -1.829 0.22
H -2.514 -0.356 -1.351 0.20
C -0.675 -0.285 -0.346 -0.30
H 1.569 -0.634 2.027 0.39
H 0.396 1.541 -0.515 0.21
H 2.030 0.262 -0.775 0.22
N 1.325 -0.562 1.043 -0.63
C -2.148 -0.782 -0.392 -0.60
H 2.948 0.801 0.678 0.20
C 2.362 -0.028 0.216 -0.42
H -1.182 1.927 -0.237 0.21
H -2.308 -1.845 -0.299 0.22
```

Summary:
- HOMO-LUMO gap: 10.242 eV
- SMILES: CNC(=O)C(C)C
- F_max: 0.0696 Eh/bohr
- E_LUMO: 0.89 eV
- ΔE to the lowest compared entry with this formula, charge and spin: 1.261 eV

# 13
C5H11NO | the ωB97M-V functional and the def2-TZVPD basis

```
18
Properties=species:S:1:pos:R:3:nbo_charge:R:1
H 0.272 -2.291 1.286 0.20
H 0.687 0.835 -2.883 0.18
H 0.096 -1.174 2.647 0.20
N 0.855 1.814 -1.040 -0.81
C 0.071 0.360 0.124 -0.42
C -1.169 0.751 -0.303 0.85
C -1.419 -0.949 1.116 -0.55
H -1.967 -1.530 0.373 0.19
C -0.458 -1.783 1.926 -0.64
H 1.585 2.203 -0.444 0.32
O -2.118 1.098 -0.849 -0.39
H 0.565 -0.478 -0.353 0.27
H -2.115 -0.380 1.734 0.19
H -0.973 -2.564 2.498 0.22
H 2.112 1.857 -2.752 0.19
H 0.427 0.775 1.055 0.28
C 1.464 1.172 -2.187 -0.43
H 2.086 0.285 -1.948 0.14
```

Summary:
- HOMO-LUMO gap (alpha / beta): 7.273 / 7.273 eV
- F_max: 0.0575 Eh/bohr
- E_LUMO (alpha / beta): 0.47 / 0.47 eV
- ΔE to the lowest compared entry with this formula, charge and spin: 6.479 eV